1.
{
  "formula": "C33H53O18V",
  "method": "the ωB97M-V functional and the def2-TZVPD basis",
  "symbols": ["H", "O", "H", "H", "C", "H", "H", "C", "H", "C", "O", "H", "C", "C", "H", "H", "H", "C", "H", "H", "C", "C", "O", "H", "H", "O", "H", "H", "H", "H", "H", "O", "H", "V", "H", "H", "H", "H", "C", "O", "H", "C", "O", "C", "C", "H", "C", "C", "H", "O", "H", "H", "O", "O", "H", "C", "H", "O", "C", "C", "C", "H", "C", "H", "H", "O", "H", "H", "C", "C", "H", "C", "H", "H", "C", "O", "H", "H", "C", "C", "C", "H", "H", "O", "C", "H", "H", "H", "C", "C", "H", "C", "O", "H", "C", "C", "H", "O", "H", "O", "H", "H", "O", "H", "C"],
  "coordinates": [[0.397, -6.044, 3.882], [-5.298, -1.731, 0.252], [1.716, 2.552, -1.893], [3.844, -2.727, 1.024], [-3.037, 0.016, 5.269], [-0.071, 4.181, -2.966], [-0.766, -4.516, 2.504], [1.806, -0.712, -3.438], [-4.538, 1.912, -0.558], [3.289, -0.683, -3.285], [5.282, -2.964, -1.428], [-1.728, 0.635, 3.622], [5.171, -2.194, -0.520], [-5.136, -1.506, -1.157], [-0.949, 1.306, -3.225], [4.036, 0.257, 0.540], [3.608, -1.717, -3.148], [3.266, 3.838, -1.113], [-4.075, 0.336, 5.270], [0.907, -0.260, 1.552], [4.190, 4.621, -2.025], [-4.278, 3.690, 0.639], [2.304, 3.922, 2.169], [-1.330, -3.554, -1.790], [3.086, -1.791, -0.336], [-4.090, -2.313, 2.033], [-4.880, 1.660, 1.208], [-4.110, 4.169, -0.325], [-3.361, -2.209, -2.303], [0.164, -3.322, -0.975], [0.252, -4.028, -2.570], [-3.225, -1.738, 6.959], [3.572, -0.119, -2.396], [0.842, 3.333, 2.336], [-2.126, 1.736, -0.067], [2.415, 4.452, -0.823], [-0.277, 0.082, 0.307], [1.686, -6.309, 2.725], [-2.848, -1.353, 5.892], [-3.188, 3.984, 1.529], [-2.607, 0.888, 1.294], [-3.618, -1.626, -1.421], [-3.955, 3.963, -3.078], [-1.630, -1.463, 3.908], [5.895, -0.774, 1.116], [-5.721, -2.241, -1.708], [-1.017, 2.264, -2.708], [3.944, -1.893, 0.326], [3.151, 1.660, -1.484], [1.850, -4.581, 3.818], [6.123, -1.326, 2.034], [0.249, 3.098, -4.321], [1.310, -1.698, -2.654], [-2.368, 2.588, -2.390], [6.403, 0.185, 1.164], [-4.181, -2.034, 0.865], [-2.124, -1.648, 0.104], [4.836, 3.996, -4.301], [-4.264, 2.162, 0.463], [0.714, 0.374, 0.677], [1.976, -3.443, 3.109], [3.855, -0.274, -4.117], [-2.360, 2.981, 1.653], [-3.242, -0.229, 3.159], [-0.566, -1.220, 3.952], [6.231, -1.529, -0.031], [-2.003, 3.290, -5.168], [-2.898, -3.258, -0.182], [-0.506, 3.409, -3.603], [1.066, -3.514, 1.883], [3.823, 5.610, -2.304], [-1.809, 3.871, -4.267], [-1.804, 4.946, -4.420], [3.955, -0.545, 2.076], [-0.290, -3.298, -1.970], [3.418, 2.713, -3.196], [-5.224, 4.036, 1.042], [5.216, 4.766, -1.695], [4.371, -0.641, 1.073], [4.197, 3.807, -3.310], [-3.041, -2.176, -0.152], [-5.507, -0.521, -1.429], [-0.654, -1.159, -2.284], [0.856, 1.710, 1.011], [2.807, 2.603, -1.908], [-1.896, -2.110, 3.075], [-0.409, 2.184, -1.804], [-2.468, 0.770, 5.814], [-2.867, 3.504, -3.242], [-0.081, -1.982, -2.720], [1.437, 0.093, -0.095], [-2.816, 1.827, 0.778], [-2.039, -2.107, 5.118], [0.439, -2.638, 1.721], [1.031, -5.546, 3.150], [-2.427, -0.165, 3.880], [1.656, -3.669, 0.977], [-1.342, 3.071, 2.326], [3.842, 3.517, -0.245], [1.128, -0.064, -4.186], [0.132, -5.387, 1.235], [-0.353, -2.091, -3.771], [2.711, -2.571, 3.485], [-3.282, -0.601, -1.609], [0.225, -4.756, 2.119]],
  "mulliken_charge": [0.36, -0.38, -0.85, -0.05, -0.62, 0.33, 0.17, 0.90, 0.22, -0.82, -0.60, -0.36, 0.24, -0.72, 0.02, -0.36, 0.41, -0.48, 0.35, 0.26, -0.45, -0.59, -0.54, 0.37, -0.24, -0.60, 0.38, 0.21, 0.49, 0.02, 0.45, -0.58, -0.20, 1.32, -1.25, 0.28, -0.02, 0.26, 0.39, -0.32, -0.74, 0.15, -0.59, 0.57, -0.60, 0.27, 0.61, 0.81, -1.06, -0.41, 0.29, 0.44, -0.22, -0.19, 0.39, 0.34, -0.55, -0.57, -0.35, 0.25, 0.44, 0.41, 0.50, -0.25, 0.10, -0.39, 0.30, 0.53, -0.57, 0.75, 0.25, -0.63, 0.35, 0.37, -1.24, -0.44, 0.41, 0.29, 0.08, 0.40, 0.58, 0.35, -0.34, -0.01, 2.32, -0.42, -0.61, 0.29, 0.39, 0.46, -0.39, 2.37, -0.39, -0.47, -0.58, 0.89, 0.27, -0.64, 0.25, -0.61, 0.38, 0.48, -0.58, -0.40, -0.50],
  "relative_energy_ev": 0.8573,
  "multiplicity": 2,
  "total_energy_ev": -97616.21152,
  "gap_ev": [5.2, 6.7],
  "fmax_ev_per_a": 3.99,
  "charge": 1
}

***

2.
{
  "formula": "C33H53O4S",
  "method": "the ωB97M-V functional and the def2-TZVPD basis",
  "symbols": ["C", "H", "H", "H", "H", "H", "C", "H", "H", "C", "C", "O", "H", "H", "O", "C", "C", "H", "C", "C", "H", "H", "C", "C", "C", "H", "C", "C", "H", "C", "H", "H", "C", "H", "H", "H", "H", "C", "H", "C", "H", "H", "C", "H", "H", "C", "C", "C", "H", "H", "O", "H", "H", "H", "C", "C", "H", "H", "C", "H", "C", "H", "C", "C", "S", "C", "H", "H", "H", "H", "H", "H", "H", "C", "H", "H", "C", "H", "H", "H", "H", "C", "H", "O", "H", "H", "C", "C", "H", "H", "H"],
  "coordinates": [[2.810, 5.490, 1.711], [-5.102, -1.210, -0.829], [-7.628, 0.277, 0.036], [-9.942, -2.352, -1.244], [-6.707, 0.540, -2.572], [2.070, -3.842, -0.045], [7.600, -1.156, 5.069], [4.695, -2.249, -1.538], [-5.146, -0.205, -2.940], [-7.124, -0.639, -0.303], [-1.493, -0.442, -2.171], [4.383, -0.945, 3.588], [-5.823, 0.677, 1.374], [-8.603, -3.341, -0.658], [1.767, 7.241, 2.889], [-1.005, 0.411, 1.239], [-1.159, -0.649, -3.653], [0.600, 0.457, -1.070], [-0.242, 1.569, 0.549], [-5.719, -0.303, -0.834], [-3.253, -0.945, 0.565], [3.561, 3.952, 0.458], [-8.998, -2.320, -0.691], [5.848, -2.782, 3.486], [2.840, 4.746, 0.609], [2.386, -4.059, 2.338], [1.871, 4.964, -0.494], [5.456, -1.413, 3.906], [3.504, 5.353, 2.531], [6.423, -0.642, 4.726], [1.233, -2.303, 0.118], [6.111, 0.352, 5.021], [-5.689, 0.397, -2.208], [1.319, -2.191, -4.082], [0.783, -3.331, 2.197], [0.530, 0.713, -3.691], [3.276, -1.123, 0.593], [2.754, -0.729, -3.343], [3.050, -2.811, -1.845], [3.640, -2.040, -1.323], [0.371, -0.313, -5.116], [-2.677, 1.791, 1.448], [0.292, -0.307, -4.023], [4.215, -2.603, 0.711], [4.118, 0.014, -1.852], [0.874, 6.052, -0.330], [3.368, -2.139, 0.188], [7.996, -2.526, 4.647], [0.432, 2.186, -1.395], [0.188, 6.196, -1.155], [1.887, 4.271, -1.489], [-1.845, -0.030, -4.250], [8.325, -0.617, 5.666], [-9.227, -2.027, 0.337], [7.025, -3.298, 3.828], [1.320, -1.294, -3.452], [-8.552, -0.604, -1.937], [-1.463, 1.678, -2.563], [0.843, 6.798, 0.771], [2.479, -0.241, -1.266], [-8.005, -1.349, -1.349], [0.993, -1.633, -2.457], [-3.581, -0.170, 1.267], [1.805, 6.572, 1.882], [-4.889, 0.776, 0.417], [-2.432, 0.761, 1.739], [3.431, -1.368, -3.927], [-1.055, -0.433, 0.539], [-7.369, -1.888, -2.061], [0.130, 7.598, 0.917], [5.121, -3.323, 2.894], [7.337, -4.293, 3.536], [0.750, 1.686, 1.001], [2.079, -2.894, 0.511], [2.169, -2.315, 2.614], [-2.442, 0.744, 2.834], [-1.374, 1.014, -1.694], [-0.829, -1.075, -1.560], [-1.349, -1.696, -3.933], [-4.079, -0.673, 2.101], [-2.227, 1.262, -1.037], [1.850, -3.164, 2.000], [2.798, 0.272, -3.785], [9.066, -2.994, 4.959], [-0.784, 2.513, 0.714], [-5.209, 1.382, -2.181], [3.264, -0.670, -1.906], [-0.066, 1.319, -0.951], [-0.433, 0.048, 2.100], [-7.012, -1.288, 0.577], [-2.504, -0.823, -1.993]],
  "mulliken_charge": [-0.40, 0.48, 0.48, 0.37, 0.38, 0.35, -0.40, 0.33, 0.29, -1.42, 0.54, -0.51, 0.26, 0.32, -0.53, -0.23, -1.46, -0.90, -1.11, 0.58, 0.42, 0.47, -1.35, 0.01, -0.32, 0.35, 0.48, 0.49, 0.42, -0.41, -0.46, 0.42, -1.35, 0.51, 0.43, 0.24, 0.33, -1.25, 0.39, -0.90, 0.48, 0.58, -0.67, 0.00, 0.49, -0.37, -0.02, 0.28, 0.10, 0.45, -0.60, 0.44, 0.41, 0.36, -0.47, -0.07, 0.37, 0.56, -0.37, -0.30, -0.49, -0.07, -0.67, 0.33, -0.06, -1.20, 0.31, 0.04, 0.37, 0.43, 0.28, 0.43, 0.45, 0.39, 0.20, 0.40, -0.39, -0.01, 0.41, 0.65, 0.02, -1.37, 0.47, -0.53, 0.42, 0.44, 0.17, 0.73, 0.58, 0.53, -0.26],
  "total_energy_ev": -54096.79288,
  "gap_ev": 8.5,
  "fmax_ev_per_a": 0.53,
  "charge": 1
}